No. 1
C17H32Cl2HfO2P2 | ωB97M-V/def2-TZVPD

Element x y z (Å)
P -0.10245 -3.30476 -0.76060
P -2.12918 2.51042 -1.70495
C -0.58858 -2.39051 -2.36690
C -0.32286 -0.88462 -2.52969
H -1.67814 -2.57995 -2.34913
H -0.11289 -2.96313 -3.18388
H -1.27783 -0.47110 -2.95835
H -0.18582 -0.40067 -1.52136
C -3.80074 2.88939 -2.32532
H -4.32961 3.48956 -1.57623
H -4.30224 1.92679 -2.50127
H -3.72547 3.40192 -3.29406
C -1.31071 4.14969 -1.67755
H -1.49339 4.67793 -2.62053
H -0.22127 4.02355 -1.60583
H -1.71743 4.71858 -0.82595
C -0.50786 -5.00535 -1.31426
H -0.35357 -5.65305 -0.44590
H 0.12978 -5.34168 -2.13573
H -1.56437 -5.05112 -1.60144
C 1.70674 -3.30744 -1.03622
H 2.03929 -2.27571 -1.18666
H 2.01258 -3.90886 -1.90462
H 2.15867 -3.67894 -0.09446
Hf 0.94489 0.16153 -4.22976
C 1.26605 2.11011 -5.06512
C -0.10847 1.74269 -5.30512
C -0.52242 1.47896 -6.75476
C -0.11993 0.06682 -7.21966
C 0.52645 -0.77735 -6.13426
C 1.93194 -0.71200 -5.84617
C 2.83780 0.39917 -6.38157
C 2.29280 1.85284 -6.18823
C -2.37952 2.15805 0.06574
H 1.49245 2.97061 -4.41321
H -0.93012 2.14882 -4.68338
H -0.04191 2.16720 -7.47058
H -1.60416 1.66421 -6.89508
H -1.02165 -0.45245 -7.58717
H 0.56585 0.14092 -8.08189
H -0.03452 -1.68318 -5.87210
H 2.47974 -1.59893 -5.51438
H 3.04702 0.24828 -7.46398
H 3.81793 0.34288 -5.86551
H 3.16272 2.49491 -5.99214
H 1.93254 2.20010 -7.16659
H -2.11079 3.04047 0.66045
H -1.69907 1.33600 0.33834
H -3.41748 1.84190 0.24365
Cl 1.41862 0.12929 0.47755
C 2.83161 0.72156 -0.47650
Cl 4.09621 -0.47911 -0.63224
C 2.35648 1.22971 -1.83834
O 1.95195 2.38418 -1.93304
O 2.37466 0.33340 -2.82001
H 3.20456 1.58966 0.07197

Results
relative energy (zero: lowest compared OMol25 entry of this formula, charge and spin): 0.0 kcal per mole
net charge: +2
strongest force on any atom: 13.509 eV/A
lowest unoccupied orbital energy (alpha / beta): -10.35 / -10.14 eV
gap between HOMO and LUMO (alpha / beta): 3.18 / 3.46 eV
E: -2467.70675 hartree

No. 2
C17H32Cl2O2P2Pb | ωB97M-V/def2-TZVPD

Element x y z (Å)
P 1.65294 1.71582 -0.95141
P -1.78397 1.16744 1.19367
C 0.34348 0.43161 -0.62074
C -1.08686 0.94463 -0.44690
H 0.62417 -0.26562 0.18084
H 0.40131 -0.25200 -1.47883
H -1.29018 1.89886 -0.98014
H -1.75722 0.15830 -0.85329
C -1.79732 -0.39346 2.10994
H -1.98547 -0.28303 3.18323
H -0.90706 -1.00977 1.94486
H -2.61800 -1.06270 1.75869
C -3.48587 1.59917 1.02899
H -4.09275 0.78691 0.64660
H -3.61154 2.47858 0.40688
H -3.74521 1.79572 2.07166
C 3.10357 0.61251 -1.19036
H 3.91149 1.29554 -1.48060
H 2.98195 -0.14882 -1.97157
H 3.39994 0.10605 -0.25647
C 1.17802 2.09059 -2.65806
H 0.15794 2.49648 -2.64144
H 1.23245 1.21126 -3.30852
H 1.89248 2.85494 -2.98345
Pb 1.97178 0.61062 1.87953
C -1.24468 -2.58307 -0.37406
C -0.53961 -3.08535 0.66942
C 0.52725 -4.11605 0.52816
C 1.42846 -4.00816 -0.73608
C 1.68646 -2.59277 -1.15398
C 1.00494 -2.00175 -2.19428
C -0.31192 -2.48636 -2.74802
C -1.27790 -3.16788 -1.74708
C 2.56000 2.92140 1.64372
H -2.05132 -1.86009 -0.19300
H -0.88740 -3.01889 1.71055
H 0.08873 -5.12713 0.47425
H 1.18913 -4.06902 1.40637
H 2.36711 -4.53788 -0.47912
H 0.98078 -4.56530 -1.58076
H 2.59447 -2.10701 -0.81446
H 1.54927 -1.35077 -2.89130
H -0.14836 -3.29255 -3.48023
H -0.82280 -1.69205 -3.33702
H -2.29108 -3.05864 -2.18058
H -1.06482 -4.25014 -1.68769
H 1.77389 3.69400 1.79046
H 2.96474 3.06810 0.61949
H 3.38901 3.15594 2.34326
Cl -0.70009 6.04169 1.96047
C -1.36532 4.72889 3.00248
Cl -3.20525 4.79821 2.77868
C -0.71849 3.33663 2.79929
O 0.20085 2.93730 3.45855
O -1.20988 2.52738 1.76177
H -1.15622 4.92167 4.06761

Results
strongest force on any atom: 4.784 eV/A
lowest unoccupied orbital energy (alpha / beta): 0.02 / -0.04 eV
gap between HOMO and LUMO (alpha / beta): 5.64 / 3.97 eV
E: -2613.08049 hartree

No. 3
C17H32Cl2O2P2W | ωB97M-V/def2-TZVPD

Element x y z (Å)
P -0.03870 -1.72795 -2.46592
P 0.32510 1.43077 -2.32076
C -0.22960 -0.75282 -4.04989
C 0.48638 0.59974 -3.98729
H -1.30833 -0.63570 -4.23323
H 0.17747 -1.36553 -4.86823
H 1.56418 0.50092 -4.19101
H 0.07264 1.29369 -4.73363
C -1.35435 2.14310 -2.58675
H -1.57274 2.84574 -1.77359
H -2.12030 1.35778 -2.59019
H -1.38120 2.67988 -3.54189
C 1.32154 2.92651 -2.65514
H 0.93574 3.45417 -3.53760
H 2.36740 2.64097 -2.82723
H 1.26594 3.58891 -1.78082
C -0.98255 -3.22779 -2.91118
H -0.87620 -3.95249 -2.09238
H -0.60621 -3.67107 -3.84317
H -2.04273 -2.97063 -3.02759
C 1.66262 -2.33641 -2.82019
H 2.38944 -1.51578 -2.79771
H 1.68839 -2.81585 -3.80636
H 1.93853 -3.07186 -2.05611
W 0.32874 -0.28589 2.72467
C 0.75210 1.55344 1.42294
C -0.65628 1.31333 1.45278
C -1.40923 0.52516 0.43661
C -1.74094 -0.96057 0.74839
C -0.65905 -1.75464 1.39868
C 0.74477 -1.64681 1.10309
C 1.32129 -0.63782 0.15396
C 1.76767 0.75598 0.67445
C 0.04683 -1.69960 4.32754
H 1.13458 2.42299 1.96679
H -1.26844 1.99525 2.05984
H -0.90154 0.57515 -0.54362
H -2.36920 1.04223 0.24945
H -2.64780 -0.96518 1.38542
H -2.06374 -1.44827 -0.19757
H -0.99475 -2.64602 1.94076
H 1.40253 -2.48361 1.38355
H 0.60403 -0.44825 -0.67519
H 2.19823 -1.10095 -0.34114
H 2.67768 0.61399 1.27982
H 2.10042 1.34669 -0.20376
H 0.99959 -1.49685 4.86640
H 0.01227 -2.74915 3.99432
H -0.80273 -1.45535 4.98569
Cl -0.21710 0.78864 7.27103
C -0.66578 2.04683 6.09905
Cl 0.49327 3.38113 5.97179
C -0.76330 1.34998 4.71709
O -1.87327 1.10865 4.24891
O 0.40525 1.08536 4.21337
H -1.63858 2.45585 6.38280

Results
relative energy (zero: lowest compared OMol25 entry of this formula, charge and spin): 0.0 kcal per mole
net charge: +2
2S+1: 3
strongest force on any atom: 3.404 eV/A
lowest unoccupied orbital energy (alpha / beta): -8.07 / -10.07 eV
gap between HOMO and LUMO (alpha / beta): 7.00 / 5.08 eV
E: -2486.82269 hartree

No. 4
C17H32Cl9FNO3 | ωB97M-V/def2-TZVPD

Element x y z (Å)
C -3.10549 1.05875 -0.57420
C -1.96411 0.01774 -1.08142
C -0.91677 0.78191 -1.95770
F -1.23182 0.54388 -3.35997
C 0.62577 0.51156 -1.78952
C 1.30144 0.90548 -0.39566
C 0.67938 0.34569 0.94054
O 0.97861 -1.06791 1.22220
C 1.51287 -1.19652 2.55410
C 0.62635 -1.78656 3.75465
O 2.67832 -0.86875 2.87493
C 2.90528 0.63847 -0.38006
C 3.39797 0.07656 -1.78149
N 2.60374 -1.15092 -2.14809
Cl 2.91127 -2.34781 -0.94701
C 1.15402 -0.87358 -2.44814
C 0.18437 -2.11201 -2.34082
O -0.21362 -2.53434 -1.03786
C -1.22000 -3.57973 -1.23061
H -3.05686 1.25074 0.54132
H -4.12983 0.55385 -0.75846
H -3.12970 2.01064 -1.19933
H -1.59221 -0.60834 -0.22158
H -2.53686 -0.70302 -1.76774
H -1.07819 1.90863 -1.82171
H 1.08693 1.30762 -2.48947
H 1.22002 2.04962 -0.33094
H -0.42834 0.59228 1.10492
H 1.20600 0.90625 1.79795
H 0.04083 -0.97037 4.28740
H 1.30076 -2.28150 4.53438
H -0.09202 -2.58292 3.39277
H 3.22273 0.01363 0.51834
H 3.44033 1.64376 -0.24263
H 4.49835 -0.21653 -1.82732
H 3.24052 0.82250 -2.63967
H 3.03551 -1.50667 -3.02516
H 1.15690 -0.64502 -3.57785
H -0.75425 -1.87819 -2.94676
H 0.68944 -3.00005 -2.87062
H -1.13040 -4.02134 -2.28656
H -1.09552 -4.43595 -0.49784
H -2.28190 -3.16737 -1.15622
C -6.52305 2.78163 -2.08337
Cl -5.83511 3.80990 -0.82134
Cl -6.86706 1.16308 -1.46574
H -7.44838 3.22956 -2.43950
H -5.81184 2.70359 -2.90319
C 3.84863 1.81918 4.22912
Cl 4.72196 1.87435 5.76372
Cl 4.91209 2.23055 2.87746
H 3.45657 0.81257 4.07848
H 3.02673 2.53198 4.26411
C -7.56007 3.36456 2.24422
Cl -6.37737 3.23383 3.55248
Cl -8.85015 2.17010 2.42519
H -7.99642 4.36135 2.26075
H -7.05494 3.19730 1.29523
C 6.98774 -2.70735 0.19808
Cl 6.41022 -1.48834 -0.94810
Cl 6.71212 -4.34077 -0.41473
H 8.05435 -2.56374 0.35720
H 6.45418 -2.58749 1.13884

Results
net charge: +1
strongest force on any atom: 4.439 eV/A
lowest unoccupied orbital energy: -3.46 eV
gap between HOMO and LUMO: 8.77 eV
E: -5188.60559 hartree

No. 5
C17H32IN2O5P2Ti | ωB97M-V/def2-TZVPD

Element x y z (Å)
C 0.00135 0.70966 -6.29034
C 0.01148 1.46587 -5.09864
H 0.00181 1.37379 -7.17942
H -0.91854 0.09017 -6.30570
H 0.91517 0.08137 -6.31342
O 0.00359 2.16224 -4.17282
I -0.04827 -2.02615 -3.59801
Ti 0.00998 -0.46738 -1.50437
P 2.40963 0.21813 -1.38974
C 2.85976 1.56259 -0.26413
C 3.41086 -1.18071 -0.80079
H 4.45235 -1.05333 -1.13270
H 4.22340 0.53603 -2.91884
H 2.99111 -2.11728 -1.19238
H 2.69564 0.12795 -3.76418
H 2.19666 1.56691 0.61270
H 3.37402 -1.21209 0.29660
C 3.14268 0.71781 -2.95708
H 3.90224 1.43417 0.05885
H 2.94661 1.78507 -3.11538
H 2.74261 2.51244 -0.79726
P -2.42112 0.22806 -1.33302
C -2.93225 1.60601 -0.26468
C -3.17916 0.67067 -2.91161
H -2.97889 -2.11053 -1.04558
H -4.45899 -1.07199 -1.09313
H -3.42595 -1.13467 0.37626
C -3.42534 -1.16089 -0.72107
H -2.80817 -0.00970 -3.68325
H -4.26982 0.57290 -2.82941
H -4.02974 1.64453 -0.20396
H -2.55174 2.54476 -0.68518
H -2.90950 1.70309 -3.16358
H -2.51231 1.48868 0.74180
C -0.01142 1.58822 -1.47445
O 0.00051 2.76164 -1.39328
C -2.33864 -0.17834 3.69429
C -0.93165 -0.16503 4.24610
C 0.11605 -0.78122 3.28420
C 1.51430 -0.87047 3.99795
C 1.94898 0.40872 4.67114
C -0.28618 -2.21104 2.95112
O -0.89420 -2.95434 3.71041
N 0.15537 -2.68065 1.70718
C 0.12701 -1.86249 0.62434
O 0.09271 -2.32522 -0.56726
N 0.11003 -0.54846 0.75860
C 0.23442 0.06596 2.00362
O 0.44448 1.27524 2.03730
H -2.39908 0.39719 2.76639
H -3.01797 0.27172 4.42443
H -2.66173 -1.20934 3.51467
H -0.61519 0.86060 4.47298
H -0.87904 -0.73361 5.18773
H 1.44416 -1.67780 4.74723
H 2.24445 -1.20956 3.24671
H 1.43627 0.53889 5.62844
H 3.02265 0.37450 4.86279
H 1.73381 1.27468 4.03554
H -0.01125 -3.66797 1.50527

Results
net charge: +2
2S+1: 2
strongest force on any atom: 5.441 eV/A
lowest unoccupied orbital energy (alpha / beta): -7.95 / -7.94 eV
gap between HOMO and LUMO (alpha / beta): 6.22 / 7.06 eV
E: -2982.11956 hartree

No. 6
C17H32IN3O4PS | ωB97M-V/def2-TZVPD

Element x y z (Å)
H -1.80525 3.12764 1.01015
N -1.04812 3.25271 1.73477
C -0.74293 2.01691 2.31067
C 0.44340 1.98976 3.44133
C -1.60130 0.72862 1.76039
C -0.87508 -0.09485 0.52579
C -1.79838 -1.14847 -0.37031
C -3.39082 -0.76787 -0.41608
C -4.14328 -2.05202 -1.17921
S -4.50965 -1.44541 -2.95299
C 0.07946 0.79137 -0.52387
C -0.97895 1.45450 -1.58604
C -0.57696 2.96482 -2.10688
O -0.65105 2.97095 -3.58340
C 1.33388 -0.12034 -1.06536
C 1.28755 -0.78550 -2.56226
O 2.27636 -1.89892 -2.75046
N 2.61616 -1.84875 -4.07834
O 1.76503 -2.51032 -4.69768
P 3.00345 0.83361 -0.85306
C 3.02409 2.42013 -1.98015
O 4.35611 -0.10489 -1.44827
C 1.37862 -1.13933 0.26038
I 3.07405 -2.50289 0.75453
N 0.21188 -1.06726 1.03218
C 0.07206 -1.97292 2.25870
C 0.88241 -1.44368 3.58094
C 1.87518 -2.58030 4.26729
H 0.58865 3.10492 3.82425
H 0.25249 1.26646 4.34470
H 1.45115 1.73570 2.85395
H -1.81163 0.04488 2.71618
H -2.67541 1.15903 1.46622
H -1.73013 -2.22346 0.14476
H -1.40961 -1.29840 -1.46486
H -3.89183 -0.68371 0.64441
H -3.66436 0.17281 -1.05551
H -5.18308 -2.30538 -0.70519
H -3.42681 -2.98524 -1.29433
H -3.82378 -2.24165 -3.88759
H 0.63000 1.73656 -0.10033
H -1.21160 0.68927 -2.44778
H -2.00555 1.58415 -0.99067
H -1.42779 3.71792 -1.74052
H 0.42497 3.38184 -1.66744
H 0.18396 2.59272 -3.98823
H 0.25038 -1.23931 -2.87444
H 1.55338 0.01302 -3.40902
H 2.37851 2.25302 -2.94310
H 4.16659 2.56617 -2.26515
H 2.71720 3.36102 -1.34473
H 5.00441 -0.29613 -0.69710
H 0.34272 -3.11000 2.01792
H -1.08083 -2.00274 2.56410
H 1.57298 -0.55326 3.26524
H 0.08467 -1.16596 4.41054
H 1.47046 -3.00621 5.28738
H 2.91041 -2.03008 4.48623
H 2.10661 -3.48774 3.56569

Results
net charge: +1
strongest force on any atom: 5.982 eV/A
lowest unoccupied orbital energy: -4.42 eV
gap between HOMO and LUMO: 7.06 eV
SMILES: [H]/N=C(/C)C[C@@]1(CCCS)[C@H](CCO)[C@@](CON=O)(P(C)O)C(I)=[N+]1CCC
E: -2168.70055 hartree

Please write out number 2 again, unchanged.
C17H32Cl2O2P2Pb | ωB97M-V/def2-TZVPD

Element x y z (Å)
P 1.65294 1.71582 -0.95141
P -1.78397 1.16744 1.19367
C 0.34348 0.43161 -0.62074
C -1.08686 0.94463 -0.44690
H 0.62417 -0.26562 0.18084
H 0.40131 -0.25200 -1.47883
H -1.29018 1.89886 -0.98014
H -1.75722 0.15830 -0.85329
C -1.79732 -0.39346 2.10994
H -1.98547 -0.28303 3.18323
H -0.90706 -1.00977 1.94486
H -2.61800 -1.06270 1.75869
C -3.48587 1.59917 1.02899
H -4.09275 0.78691 0.64660
H -3.61154 2.47858 0.40688
H -3.74521 1.79572 2.07166
C 3.10357 0.61251 -1.19036
H 3.91149 1.29554 -1.48060
H 2.98195 -0.14882 -1.97157
H 3.39994 0.10605 -0.25647
C 1.17802 2.09059 -2.65806
H 0.15794 2.49648 -2.64144
H 1.23245 1.21126 -3.30852
H 1.89248 2.85494 -2.98345
Pb 1.97178 0.61062 1.87953
C -1.24468 -2.58307 -0.37406
C -0.53961 -3.08535 0.66942
C 0.52725 -4.11605 0.52816
C 1.42846 -4.00816 -0.73608
C 1.68646 -2.59277 -1.15398
C 1.00494 -2.00175 -2.19428
C -0.31192 -2.48636 -2.74802
C -1.27790 -3.16788 -1.74708
C 2.56000 2.92140 1.64372
H -2.05132 -1.86009 -0.19300
H -0.88740 -3.01889 1.71055
H 0.08873 -5.12713 0.47425
H 1.18913 -4.06902 1.40637
H 2.36711 -4.53788 -0.47912
H 0.98078 -4.56530 -1.58076
H 2.59447 -2.10701 -0.81446
H 1.54927 -1.35077 -2.89130
H -0.14836 -3.29255 -3.48023
H -0.82280 -1.69205 -3.33702
H -2.29108 -3.05864 -2.18058
H -1.06482 -4.25014 -1.68769
H 1.77389 3.69400 1.79046
H 2.96474 3.06810 0.61949
H 3.38901 3.15594 2.34326
Cl -0.70009 6.04169 1.96047
C -1.36532 4.72889 3.00248
Cl -3.20525 4.79821 2.77868
C -0.71849 3.33663 2.79929
O 0.20085 2.93730 3.45855
O -1.20988 2.52738 1.76177
H -1.15622 4.92167 4.06761

Results
strongest force on any atom: 4.784 eV/A
lowest unoccupied orbital energy (alpha / beta): 0.02 / -0.04 eV
gap between HOMO and LUMO (alpha / beta): 5.64 / 3.97 eV
E: -2613.08049 hartree

What is the E in the fourth record? -5188.60559 hartree

E of number 1 (C17H32Cl2HfO2P2)? -2467.70675 hartree

strongest force on any atom of number 4 (C17H32Cl9FNO3)? 4.439 eV/A